Molecular formula: C5H9NO3
Method: DFT, ωB97M-V/def2-TZVPD

Computed properties:
Kohn-Sham gap	9.33	eV
relative energy (zero: lowest compared OMol25 entry of this formula, charge and spin)	72.1	kcal/mol
HOMO energy	-9.18	eV
LUMO	0.15	eV
total energy	-476.3293	Eh

XYZ file:
```
18
Properties=species:S:1:pos:R:3:forces:R:3
C -2.88156 -0.02258 0.26565 -0.167 0.246 0.261
N -1.48449 -0.18797 0.64752 -1.345 2.248 -1.388
C -0.55875 0.41068 -0.48878 -0.798 -3.269 2.821
O -0.27667 1.72494 -0.25860 -0.164 0.453 0.066
C 0.47407 -0.62727 -0.09179 2.684 0.084 -2.549
O 0.43883 -1.79164 -0.45218 -0.109 1.051 0.833
C 1.78597 0.03312 0.44302 -0.247 -0.495 0.347
C 2.98852 -0.29634 -0.38605 0.077 -0.086 0.129
O 1.78478 0.79079 1.37870 -0.044 -0.014 0.113
H -3.05615 1.03754 0.07729 -0.175 -0.063 -0.077
H -3.51341 -0.32697 1.09854 -0.149 0.015 -0.010
H -3.15850 -0.60542 -0.62341 -0.007 0.074 0.071
H -1.38398 -1.11570 1.04657 0.835 0.045 -0.880
H -0.85049 0.28228 -1.54676 -0.386 -0.102 0.650
H -0.10814 1.85264 0.69103 0.018 -0.172 -0.241
H 3.11215 -1.37867 -0.40708 0.012 -0.042 -0.073
H 2.81220 0.03423 -1.40954 0.010 -0.011 -0.096
H 3.87563 0.18634 0.01587 -0.045 0.038 0.022
```
Forces are in eV/Å.

Atomic partial charges in e from the Mulliken method, atoms 1 to 4:
1 C -0.928
2 N -0.387
3 C -0.004
4 O -0.536


Molecular formula: C5H9NO3
Method: DFT, ωB97M-V/def2-TZVPD

Computed properties:
Kohn-Sham gap (alpha / beta)	6.62 / 6.61	eV
relative energy (zero: lowest compared OMol25 entry of this formula, charge and spin)	88.9	kcal/mol
HOMO energy (alpha / beta)	-7.32 / -7.32	eV
LUMO (alpha / beta)	-0.71 / -0.71	eV
total energy	-476.3025	Eh

XYZ file:
```
18
Properties=species:S:1:pos:R:3:forces:R:3
C -0.25853 0.26621 1.42519 0.512 0.391 0.127
C 0.66107 -0.86568 1.12753 -0.011 0.030 0.089
C -1.54791 -0.67301 -1.47040 0.016 0.057 0.015
C 0.99850 -0.53428 -0.33436 -0.457 0.370 -0.437
C -0.46458 0.27817 -1.00600 0.517 -0.137 0.048
N 0.19165 1.48347 1.59968 -0.227 -0.521 -0.292
O 1.95925 0.53818 -0.22834 -0.215 -0.110 0.089
O 1.16458 -1.43341 -1.20415 0.005 0.110 0.266
O -0.37852 1.41150 -1.41820 -0.083 -0.102 0.083
H 2.09025 0.87476 -1.12554 -0.056 -0.065 0.030
H -1.31750 0.10696 1.59583 -0.020 0.033 -0.073
H 1.13546 1.66593 1.25762 0.028 -0.082 0.029
H -0.44767 2.26416 1.63113 -0.005 -0.073 0.042
H 0.13372 -1.81446 1.16833 -0.011 0.024 -0.004
H 1.54253 -0.89740 1.77492 -0.046 0.058 -0.043
H -1.49839 -0.79040 -2.55414 0.012 0.012 0.050
H -1.44845 -1.65471 -1.01235 0.014 0.017 -0.008
H -2.51546 -0.22600 -1.22674 0.025 -0.011 -0.011
```
Forces are in eV/Å.

Atomic partial charges in e from the Mulliken method, atoms 1 to 4:
1 C -0.035
2 C -0.831
3 C -1.238
4 C 0.651


Molecular formula: C5H9NO3
Method: DFT, ωB97M-V/def2-TZVPD

Computed properties:
Kohn-Sham gap	9.86	eV
relative energy (zero: lowest compared OMol25 entry of this formula, charge and spin)	52.2	kcal/mol
HOMO energy	-9.87	eV
LUMO	-0.01	eV
total energy	-476.3610	Eh

XYZ file:
```
18
Properties=species:S:1:pos:R:3:forces:R:3
C 1.43484 1.46725 -0.97978 -0.466 0.345 -0.434
C 0.45998 1.04158 0.11508 1.175 0.637 -0.277
N -0.93807 1.11481 -0.27720 -1.325 -1.354 2.543
C 0.76121 -0.40764 0.49604 -3.492 0.863 1.984
O 0.97517 -0.62180 1.68144 1.326 -0.480 -0.798
C -0.02455 -1.44196 -0.28458 0.798 -0.475 -1.484
C -1.36116 -1.81703 0.33640 -1.200 -1.729 2.485
O -2.10321 -2.62407 -0.17848 1.083 2.095 0.869
O -1.65874 -1.32272 1.72067 1.235 -0.860 -3.111
H 1.27362 0.88645 -1.89888 0.080 0.062 0.207
H 1.25576 2.52202 -1.22907 0.238 -0.185 0.014
H 2.47057 1.33599 -0.64274 -0.263 0.119 -0.092
H 0.66243 1.66174 1.00574 0.130 -0.410 -0.145
H -1.15370 1.94741 -0.81398 -0.268 -0.073 0.535
H -1.58965 0.88024 0.62742 1.862 1.334 -3.202
H 0.59417 -2.32736 -0.47555 -0.313 -0.243 0.701
H -0.28324 -1.16748 -1.31961 0.108 0.454 0.485
H -0.77542 -1.12743 2.11707 -0.708 -0.102 -0.279
```
Forces are in eV/Å.

Atomic partial charges in e from the Mulliken method, atoms 1 to 4:
1 C -1.336
2 C 0.369
3 N -0.551
4 C 0.377


Molecular formula: C5H9NO3P
Method: DFT, ωB97M-V/def2-TZVPD

Computed properties:
Kohn-Sham gap	7.84	eV
charge	-1
relative energy (zero: lowest compared OMol25 entry of this formula, charge and spin)	57.3	kcal/mol
HOMO energy	-4.24	eV
LUMO	3.60	eV
total energy	-817.7899	Eh

XYZ file:
```
19
Properties=species:S:1:pos:R:3:forces:R:3
C 2.40339 -0.73017 -0.19959 0.356 0.044 1.632
C 1.15882 -0.43460 -0.35838 -2.327 0.477 -1.776
C 0.20865 0.05485 0.65861 1.095 0.818 2.609
C 0.43797 -0.69152 -1.66410 2.519 0.742 -1.093
C -3.08544 1.46984 1.17286 -0.941 -1.307 1.724
N 0.64752 0.52070 1.82973 -4.058 -0.272 -1.212
O -2.66883 2.31139 3.79275 -0.810 -0.377 -0.666
O -1.00927 -0.06355 0.28211 0.350 0.159 0.816
O -1.98874 3.90942 1.95305 -0.096 1.010 -1.323
P -2.62634 2.67674 2.36518 1.035 -1.130 2.085
H 2.91606 -1.24327 -0.90064 1.705 -1.258 -2.678
H 2.88651 -0.73273 0.72699 0.516 0.438 1.521
H -0.12510 -1.53330 -1.50272 -1.554 -2.237 0.413
H 1.23383 -1.04168 -2.44004 -1.537 1.274 0.684
H -0.34780 0.07220 -1.85670 1.173 -0.226 -0.519
H -3.34906 1.90054 0.25693 -0.429 0.589 -1.335
H -2.20766 0.79851 1.01551 0.987 0.260 -0.232
H -3.79187 0.67452 1.53011 0.167 1.231 -0.067
H 1.58870 0.55424 2.08276 1.848 -0.236 -0.584
```
Forces are in eV/Å.

Atomic partial charges in e from the Mulliken method, atoms 1 to 4:
1 C -1.266
2 C 0.849
3 C 0.614
4 C -1.215


Molecular formula: C5H9NO3S
Method: DFT, ωB97M-V/def2-TZVPD

Computed properties:
Kohn-Sham gap (alpha / beta)	6.85 / 5.99	eV
relative energy (zero: lowest compared OMol25 entry of this formula, charge and spin)	129.3	kcal/mol
HOMO energy (alpha / beta)	-6.13 / -8.17	eV
LUMO (alpha / beta)	0.72 / -2.18	eV
⟨S²⟩	2.032
multiplicity	3
total energy	-874.2020	Eh

XYZ file:
```
19
Properties=species:S:1:pos:R:3:forces:R:3
C -3.21076 -1.08289 -1.21207 -2.217 0.942 -0.977
C -2.35576 -0.72198 -0.31394 2.928 -0.066 0.779
C 3.37417 -0.35185 0.46099 -2.887 -2.055 -0.511
C -1.75355 0.72920 1.65950 1.675 0.252 4.853
C 1.79067 1.17633 -0.61257 0.966 1.307 0.417
N 0.73182 0.40643 -0.72045 -0.230 0.161 0.574
O 0.62173 -0.82936 -0.42993 0.122 0.830 -0.332
O -0.38844 1.15700 -1.02535 3.383 -1.006 -1.782
O 3.04826 0.91179 -0.14261 -1.755 -0.486 -0.767
S -2.02282 1.05339 0.08290 -3.891 -2.120 -1.841
H -3.26346 -2.14144 -1.49066 -0.394 0.666 -0.198
H -3.87437 -0.24143 -1.53148 0.172 -1.406 -0.489
H -1.63371 -1.54661 -0.01767 -0.521 1.783 0.384
H 2.96235 -0.47683 1.45827 0.476 0.773 0.436
H 4.38814 -0.51106 0.34639 2.169 0.278 0.292
H 2.91356 -1.28357 0.00993 0.179 1.488 -0.372
H -1.11194 -0.08608 2.04829 -0.478 0.440 -0.667
H -1.82586 1.59784 2.33088 -0.160 -0.515 -0.183
H 1.60997 2.24111 -0.90043 0.464 -1.267 0.385
```
Forces are in eV/Å.

Atomic partial charges in e from the Mulliken method, atoms 1 to 4:
1 C -0.487
2 C -0.049
3 C -0.664
4 C -0.609


Molecular formula: C5H9NO4P
Method: DFT, ωB97M-V/def2-TZVPD

Computed properties:
Kohn-Sham gap	11.69	eV
charge	+1
relative energy (zero: lowest compared OMol25 entry of this formula, charge and spin)	0.0	kcal/mol
HOMO energy	-15.01	eV
LUMO	-3.32	eV
total energy	-892.7825	Eh

XYZ file:
```
20
Properties=species:S:1:pos:R:3:forces:R:3
C 1.14249 0.35738 -2.02782 1.232 -0.567 -0.047
C 0.37932 -0.06005 2.93364 -3.466 0.169 0.751
C -0.15088 1.37804 2.68523 0.832 -1.474 -0.236
C -0.32489 -0.04418 -1.98743 0.684 1.025 -2.809
C -0.52425 -1.39568 -2.67128 1.296 -2.217 -0.176
N -0.80952 -0.01028 -0.67249 -0.713 -1.241 2.896
O 2.01094 0.43856 -2.80090 -1.751 0.156 1.784
O 1.50309 0.55009 -0.39245 0.720 0.137 -0.524
O 0.31529 -0.71426 1.66544 0.097 -0.031 -0.967
O -0.07253 1.70732 1.28096 0.408 -1.749 0.287
P 0.30420 0.35786 0.53522 -1.613 0.608 -3.066
H 1.34613 -0.00681 3.23633 2.942 -0.164 0.890
H -0.23662 -0.65064 3.68255 0.711 0.810 -1.065
H -1.06930 1.54400 3.09644 -3.162 -0.004 0.175
H 0.39341 2.04419 3.23353 2.190 1.854 1.016
H -0.84795 0.74009 -2.61376 0.564 -0.653 0.511
H 0.31811 -2.16388 -2.85819 -0.628 1.606 1.198
H -0.87912 -1.37540 -3.66136 -0.699 0.918 -1.280
H -1.28940 -1.92791 -2.13395 -0.302 -0.318 0.334
H -1.50853 -0.76846 -0.52971 0.656 1.135 0.328
```
Forces are in eV/Å.

Atomic partial charges in e from the Mulliken method, atoms 1 to 4:
1 C 0.355
2 C -0.336
3 C -0.486
4 C 0.613


Molecular formula: C5H9NO4S
Method: DFT, ωB97M-V/def2-TZVPD

Computed properties:
Kohn-Sham gap (alpha / beta)	8.36 / 6.96	eV
relative energy (zero: lowest compared OMol25 entry of this formula, charge and spin)	161.7	kcal/mol
HOMO energy (alpha / beta)	-9.31 / -9.05	eV
LUMO (alpha / beta)	-0.95 / -2.09	eV
total energy	-949.6099	Eh

XYZ file:
```
20
Properties=species:S:1:pos:R:3:forces:R:3
C 0.22830 0.01611 0.68833 1.769 0.026 1.614
C 1.24336 -0.65116 0.11835 1.343 -0.452 -0.102
C 0.96356 -0.95390 -1.31064 -2.146 0.806 -0.687
C 2.54788 -1.08898 0.71234 -0.060 -1.669 2.840
C -1.14960 2.50747 -0.29798 0.804 -2.348 -0.787
N -0.82405 0.18453 -0.14341 0.141 2.226 -3.296
O -2.35465 0.01333 1.77345 -0.039 0.073 -0.013
O -2.30902 -1.71135 -0.02452 -0.581 0.867 0.783
O -3.45116 0.43205 -0.38413 0.801 -0.029 0.343
O -0.39163 -0.24277 -1.46097 0.348 -0.337 1.250
S -2.50404 -0.33033 0.38824 -0.559 -1.915 -0.943
H 0.20684 0.49611 1.68762 -0.150 -0.811 -0.774
H 1.68307 -0.41297 -2.00999 -0.931 -0.922 0.754
H 0.75404 -2.04642 -1.59860 0.592 1.573 0.496
H 3.49349 -0.77967 0.31777 0.179 0.951 -0.910
H 2.71154 -2.23832 0.66119 -0.845 1.673 0.222
H 2.60236 -0.78578 1.82790 -0.205 -0.651 -1.716
H -0.70741 2.54525 0.64529 0.615 0.534 1.231
H -0.55754 2.47340 -1.18526 0.386 0.281 -0.277
H -2.18532 2.57340 -0.40499 -1.464 0.125 -0.028
```
Forces are in eV/Å.

Atomic partial charges in e from the Mulliken method, atoms 1 to 4:
1 C -0.486
2 C 0.633
3 C -0.157
4 C -1.331


Molecular formula: C5H9NOS
Method: DFT, ωB97M-V/def2-TZVPD

Computed properties:
Kohn-Sham gap	9.42	eV
relative energy (zero: lowest compared OMol25 entry of this formula, charge and spin)	42.9	kcal/mol
HOMO energy	-8.52	eV
LUMO	0.89	eV
total energy	-724.0515	Eh

XYZ file:
```
17
Properties=species:S:1:pos:R:3:forces:R:3
N 1.52162 0.85005 1.61798 -0.509 -0.692 -0.912
C 0.11951 0.42448 1.84328 0.256 0.517 0.351
C -0.65520 0.19403 0.51413 0.600 -0.158 1.465
S -0.52343 1.57764 -0.63901 0.414 0.152 -0.001
C -0.60400 0.49727 -2.07756 0.655 -0.357 -0.482
C -0.19531 -0.89314 -1.65868 -0.251 -0.969 0.369
O 0.99382 -0.99559 -0.89097 1.517 0.314 -0.314
C -0.18980 -1.05566 -0.18587 -1.803 -0.531 0.060
H 2.13219 0.55345 2.36698 -0.025 -0.127 -0.100
H 1.82566 0.44058 0.72539 0.229 0.244 0.660
H -0.33146 1.27237 2.36298 -0.404 -0.193 0.140
H 0.02027 -0.46938 2.52505 0.007 0.595 -0.828
H -1.70636 0.07150 0.77604 -0.049 -0.211 0.033
H -1.61150 0.42975 -2.41812 -0.852 -0.008 -0.442
H 0.01321 0.88682 -2.89766 -0.084 -0.006 0.275
H -0.36353 -1.78105 -2.30310 -0.022 0.871 0.284
H -0.44569 -2.00311 0.33914 0.321 0.560 -0.557
```
Forces are in eV/Å.

Atomic partial charges in e from the Mulliken method, atoms 1 to 4:
1 N -0.557
2 C -0.589
3 C -0.302
4 S -0.181


Molecular formula: C5H9NOS
Method: DFT, ωB97M-V/def2-TZVPD

Computed properties:
Kohn-Sham gap	9.58	eV
relative energy (zero: lowest compared OMol25 entry of this formula, charge and spin)	61.2	kcal/mol
HOMO energy	-8.94	eV
LUMO	0.63	eV
total energy	-724.0222	Eh

XYZ file:
```
17
Properties=species:S:1:pos:R:3:forces:R:3
C -2.67348 0.41982 0.63513 -0.530 2.195 1.823
C -1.47804 -0.43790 0.58573 0.894 -0.313 -0.245
N -0.44070 0.09638 0.08508 -1.173 0.019 -0.593
C 0.85835 -0.27713 -0.15398 3.988 -0.209 2.204
C 1.35980 -0.30228 -1.58878 -1.555 0.521 -0.547
S 1.61385 -1.81551 0.69942 -0.991 0.778 -0.398
C 1.82388 1.02429 0.25757 -1.518 0.301 -1.787
O 2.99224 1.05169 0.49342 -0.949 -0.276 0.416
H -3.40602 0.42260 -0.16635 0.020 -0.729 -0.144
H -2.21250 1.42997 0.58301 -0.662 -0.332 0.074
H -3.20082 0.36859 1.64385 0.494 -0.197 -1.323
H -1.56618 -1.41720 1.07954 0.543 -0.092 -0.422
H 0.91123 -1.14777 -2.10782 0.035 0.062 -0.242
H 0.97329 0.65770 -2.01716 0.544 -0.812 -0.188
H 2.44814 -0.35330 -1.61808 -0.180 -0.025 -0.004
H 0.79275 -1.65158 1.74140 0.126 -0.193 0.265
H 1.20424 1.93163 -0.15197 0.913 -0.699 1.112
```
Forces are in eV/Å.

Atomic partial charges in e from the Mulliken method, atoms 1 to 4:
1 C -0.983
2 C 0.099
3 N -0.279
4 C 0.359


Molecular formula: C5H9NOS
Method: DFT, ωB97M-V/def2-TZVPD

Computed properties:
Kohn-Sham gap	8.99	eV
relative energy (zero: lowest compared OMol25 entry of this formula, charge and spin)	88.5	kcal/mol
HOMO energy	-8.26	eV
LUMO	0.73	eV
total energy	-723.9788	Eh

XYZ file:
```
17
Properties=species:S:1:pos:R:3:forces:R:3
C 2.01412 0.27055 1.60486 3.305 -1.832 -0.707
O 2.19312 0.57998 0.23499 -1.106 0.034 -1.411
C 1.09412 0.77230 -0.64513 0.270 0.084 3.110
S 1.31754 1.83753 -1.80219 0.333 1.058 -1.800
N -0.12713 0.29543 -0.26538 -1.483 0.072 -0.849
C -1.51324 0.73020 -0.91363 2.458 -0.964 -1.973
C -1.94930 -0.82348 -0.81929 0.240 -0.179 4.145
C -0.56769 -1.10980 0.02051 -1.390 1.876 1.835
H 1.93272 -0.80515 1.67304 -0.085 -0.465 0.395
H 1.20899 0.69044 2.04395 -2.825 1.675 1.167
H 2.94283 0.56241 2.18525 -0.972 -0.140 -1.004
H -1.96193 1.66556 -0.37542 0.533 -2.236 -0.898
H -1.34187 0.92146 -2.07421 -0.360 0.235 2.605
H -2.92141 -1.05291 -0.10757 2.394 0.364 -2.373
H -1.78340 -1.43287 -1.71634 -1.036 0.686 -0.055
H 0.12452 -1.90160 -0.18971 0.238 -0.313 -1.098
H -0.66197 -1.20004 1.14628 -0.514 0.046 -1.088
```
Forces are in eV/Å.

Atomic partial charges in e from the Mulliken method, atoms 1 to 4:
1 C -0.767
2 O -0.319
3 C 0.441
4 S -0.382